# 1
# C56H114F9N4O6

7 unconnected molecules or ions with the total composition C56H114F9N4O6 in a non-equilibrium geometry (the ωB97M-V functional and the def2-TZVPD basis, the OMol25 dataset).

Geometry as XYZ:
```
189
Properties=species:S:1:pos:R:3:lowdin_charge:R:1
C -0.492 -0.610 5.555 -0.09
C -0.048 0.283 4.390 -0.23
C 0.309 -0.485 3.116 -0.18
C 1.519 -1.377 3.293 -0.12
N 1.826 -2.236 2.103 -0.20
C 0.835 -3.377 2.010 -0.11
C 1.533 -4.534 1.307 -0.14
C 3.031 -4.342 1.649 -0.12
C 3.104 -2.989 2.363 -0.09
C 1.742 -1.476 0.812 -0.11
C 2.749 -0.354 0.726 -0.20
C 2.741 0.224 -0.681 -0.07
H 0.234 -0.632 6.371 0.08
H -0.563 -1.663 5.260 0.07
H -1.463 -0.326 5.955 0.07
H 0.798 0.922 4.631 0.09
H -0.906 0.868 4.056 0.10
H 0.532 0.273 2.366 0.09
H -0.508 -1.115 2.757 0.14
H 1.407 -2.019 4.165 0.13
H 2.428 -0.789 3.442 0.14
H -0.081 -3.101 1.482 0.12
H 0.556 -3.673 3.024 0.13
H 1.405 -4.491 0.224 0.11
H 1.151 -5.485 1.672 0.11
H 3.644 -4.280 0.746 0.11
H 3.376 -5.220 2.189 0.12
H 3.981 -2.393 2.154 0.12
H 3.117 -3.249 3.426 0.14
H 0.711 -1.142 0.746 0.11
H 1.906 -2.232 0.043 0.14
H 3.723 -0.762 1.014 0.11
H 2.509 0.424 1.458 0.10
H 2.993 -0.586 -1.369 0.07
H 3.484 1.008 -0.811 0.09
H 1.746 0.598 -0.916 0.05
C 0.838 7.176 7.928 -0.10
C 1.439 7.595 6.575 -0.24
C 1.502 6.482 5.566 -0.20
C 0.157 5.880 5.177 -0.07
N 0.204 4.403 4.801 -0.21
C -1.141 3.900 4.408 -0.11
C -1.814 3.303 5.632 -0.11
C -0.665 3.006 6.628 -0.11
C 0.587 3.576 5.985 -0.11
C 1.161 4.240 3.665 -0.14
C 0.653 4.692 2.312 -0.20
C 1.861 4.752 1.374 -0.08
H 1.078 7.907 8.703 0.08
H 1.225 6.235 8.330 0.07
H -0.251 7.152 7.861 0.07
H 2.426 8.024 6.747 0.11
H 0.825 8.419 6.205 0.12
H 2.203 5.681 5.814 0.11
H 1.922 6.921 4.650 0.12
H -0.360 6.343 4.342 0.14
H -0.495 5.878 6.059 0.13
H -1.028 3.147 3.632 0.11
H -1.784 4.660 3.966 0.14
H -2.343 2.393 5.371 0.11
H -2.488 4.050 6.041 0.12
H -0.544 1.943 6.807 0.10
H -0.856 3.532 7.559 0.11
H 1.269 2.823 5.590 0.11
H 1.187 4.089 6.733 0.12
H 1.468 3.195 3.595 0.13
H 2.063 4.797 3.913 0.12
H 0.224 5.691 2.302 0.13
H -0.006 3.921 1.932 0.09
H 2.269 3.780 1.070 0.08
H 2.688 5.351 1.755 0.08
H 1.536 5.161 0.418 0.08
C 2.259 -4.486 -3.889 -0.11
C 2.451 -3.062 -3.456 -0.26
C 2.506 -2.104 -4.665 -0.18
C 2.915 -0.692 -4.331 -0.14
N 2.796 0.216 -5.489 -0.22
C 3.849 -0.054 -6.535 -0.12
C 4.083 1.226 -7.335 -0.12
C 3.631 2.347 -6.364 -0.15
C 3.234 1.655 -5.083 -0.10
C 1.467 0.200 -6.158 -0.11
C 0.375 0.469 -5.155 -0.24
C -0.887 0.920 -5.807 -0.09
H 3.061 -4.774 -4.575 0.08
H 1.313 -4.638 -4.414 0.08
H 2.298 -5.192 -3.062 0.05
H 3.438 -2.970 -2.967 0.11
H 1.713 -2.714 -2.725 0.10
H 1.487 -2.123 -5.060 0.11
H 3.177 -2.516 -5.423 0.12
H 3.958 -0.621 -4.018 0.14
H 2.336 -0.229 -3.533 0.12
H 3.568 -0.893 -7.178 0.13
H 4.709 -0.443 -5.986 0.13
H 3.389 1.257 -8.172 0.11
H 5.122 1.294 -7.631 0.11
H 2.805 2.975 -6.697 0.12
H 4.400 3.084 -6.129 0.12
H 2.385 2.151 -4.623 0.07
H 4.047 1.532 -4.372 0.14
H 1.392 -0.756 -6.666 0.13
H 1.444 1.023 -6.870 0.14
H 0.744 1.189 -4.428 0.08
H 0.141 -0.410 -4.539 0.10
H -0.741 1.801 -6.445 0.09
H -1.698 1.171 -5.130 0.07
H -1.309 0.188 -6.509 0.09
C 0.400 -7.344 -2.294 -0.10
C -0.694 -8.282 -1.736 -0.24
C -1.423 -7.669 -0.573 -0.19
C -2.418 -6.599 -1.018 -0.13
N -3.081 -5.890 0.090 -0.21
C -2.021 -5.280 1.009 -0.09
C -2.053 -6.122 2.260 -0.16
C -3.511 -6.512 2.414 -0.12
C -3.940 -6.777 0.988 -0.08
C -3.959 -4.813 -0.444 -0.12
C -4.803 -5.321 -1.610 -0.24
C -5.962 -4.399 -1.942 -0.07
H 1.012 -7.899 -3.014 0.08
H 1.048 -6.976 -1.500 0.07
H -0.028 -6.562 -2.923 0.07
H -0.254 -9.236 -1.435 0.11
H -1.372 -8.577 -2.544 0.12
H -0.752 -7.296 0.197 0.10
H -2.046 -8.437 -0.102 0.11
H -3.150 -7.064 -1.670 0.13
H -1.893 -5.845 -1.612 0.15
H -2.338 -4.274 1.266 0.14
H -1.133 -5.257 0.387 0.11
H -1.617 -5.575 3.106 0.12
H -1.361 -6.972 2.275 0.12
H -4.140 -5.701 2.789 0.13
H -3.604 -7.387 3.050 0.13
H -4.976 -6.651 0.685 0.13
H -3.730 -7.796 0.660 0.12
H -3.315 -3.997 -0.751 0.12
H -4.602 -4.487 0.374 0.14
H -5.124 -6.348 -1.384 0.11
H -4.175 -5.471 -2.492 0.11
H -5.608 -3.448 -2.327 0.08
H -6.405 -4.049 -1.004 0.08
H -6.682 -4.886 -2.586 0.08
C -0.991 -1.501 -1.562 -0.58
O -0.943 -0.460 -0.592 -0.12
O -0.861 -2.628 -0.966 -0.15
C -2.338 -1.343 -2.289 -0.54
F -3.335 -1.137 -1.421 0.14
F -2.390 -0.356 -3.217 0.12
F -2.610 -2.475 -3.008 0.09
C -1.140 0.895 -1.017 -0.23
C -0.708 1.726 0.184 -0.06
H -1.041 1.316 1.133 0.07
H 0.387 1.818 0.116 0.06
H -1.019 2.768 0.070 0.06
H -2.194 1.052 -1.257 0.10
H -0.534 1.140 -1.894 0.11
H -0.192 -1.323 -2.323 0.13
C -4.237 3.985 -0.183 -0.59
O -5.203 2.940 0.224 -0.10
O -4.785 4.972 -0.734 -0.10
C -3.509 4.342 1.103 -0.53
F -4.183 5.185 1.908 0.13
F -3.152 3.267 1.885 0.06
F -2.330 4.955 0.836 0.09
C -4.976 1.651 -0.173 -0.36
C -6.223 0.858 0.129 -0.08
H -6.147 -0.190 -0.161 0.05
H -6.363 0.811 1.215 0.07
H -7.090 1.296 -0.359 0.08
H -4.102 1.170 0.309 0.10
H -4.784 1.618 -1.262 0.12
H -3.497 3.515 -0.895 0.14
C 2.008 4.428 -3.638 -0.51
O 2.628 5.093 -2.514 -0.09
O 2.803 3.881 -4.489 -0.15
C 1.024 3.451 -3.009 -0.45
F 0.270 3.932 -1.980 0.12
F 0.077 3.039 -3.911 0.10
F 1.631 2.279 -2.541 0.06
C 3.029 6.384 -2.799 -0.31
C 3.753 7.015 -1.625 -0.09
H 4.063 8.040 -1.808 0.07
H 3.137 6.997 -0.710 0.06
H 4.623 6.432 -1.298 0.07
H 2.185 7.021 -3.096 0.12
H 3.773 6.384 -3.612 0.12
H 1.302 5.171 -4.114 0.16
```

Values from the calculation:
Maximum force, eV/A: 2.53
Net charge: +1
Total energy, Ha: -3770.9395
Kohn-Sham gap, eV: 4.38
ΔE to the lowest compared entry with this formula, charge and spin, kJ/mol: 0.0

***

# 2
# C56H118BrN12O

9 unconnected molecules or ions with the total composition C56H118BrN12O in a non-equilibrium geometry (the ωB97M-V functional and the def2-TZVPD basis, the OMol25 dataset).

Geometry as XYZ:
```
188
Properties=species:S:1:pos:R:3:lowdin_charge:R:1
C 10.274 -34.765 -16.173 -0.06
C 11.632 -34.136 -16.297 -0.17
N 11.780 -33.281 -17.533 -0.04
C 11.724 -31.850 -17.679 0.01
C 11.818 -31.466 -19.024 0.04
N 12.035 -32.660 -19.773 -0.11
C 11.933 -33.703 -18.868 0.04
C 12.320 -32.851 -21.146 0.01
H 9.866 -34.544 -15.187 0.08
H 10.321 -35.815 -16.464 0.09
H 9.590 -34.253 -16.850 0.09
H 12.509 -34.776 -16.394 0.13
H 11.829 -33.483 -15.446 0.12
H 11.591 -31.281 -16.771 0.12
H 11.925 -30.470 -19.429 0.14
H 12.055 -34.746 -19.123 0.16
H 13.011 -32.074 -21.473 0.12
H 11.360 -32.605 -21.602 0.12
H 12.527 -33.915 -21.262 0.11
C 20.372 -24.347 -21.989 -0.04
C 20.000 -23.491 -23.266 -0.10
N 19.619 -24.265 -24.512 -0.05
C 18.622 -25.186 -24.512 -0.02
C 18.783 -25.890 -25.665 -0.01
N 19.870 -25.447 -26.369 -0.08
C 20.422 -24.508 -25.579 0.01
C 20.365 -26.005 -27.611 0.03
H 20.069 -23.908 -21.039 0.08
H 21.420 -24.639 -21.923 0.07
H 19.794 -25.272 -22.015 0.06
H 20.845 -22.928 -23.661 0.11
H 19.236 -22.721 -23.162 0.13
H 17.892 -25.230 -23.717 0.15
H 18.028 -26.575 -26.022 0.15
H 21.259 -23.889 -25.868 0.17
H 19.836 -26.703 -28.260 0.12
H 21.216 -26.561 -27.217 0.11
H 20.638 -25.170 -28.256 0.11
C 7.887 -26.359 -2.533 -0.07
C 8.682 -27.288 -3.377 -0.19
N 10.074 -27.061 -3.104 -0.06
C 10.941 -27.990 -2.462 0.02
C 12.215 -27.405 -2.330 0.01
N 12.188 -26.108 -2.941 -0.09
C 10.870 -25.957 -3.454 0.06
C 13.322 -25.162 -3.137 0.02
H 6.870 -26.742 -2.627 0.09
H 7.698 -25.402 -3.019 0.09
H 7.945 -26.355 -1.445 0.10
H 8.505 -27.005 -4.415 0.14
H 8.479 -28.325 -3.111 0.14
H 10.481 -28.819 -1.944 0.14
H 13.031 -27.765 -1.721 0.13
H 10.581 -25.033 -3.933 0.16
H 14.248 -25.726 -3.252 0.10
H 13.348 -24.732 -2.135 0.11
H 13.000 -24.349 -3.787 0.10
C 24.634 -31.642 -10.465 -0.07
C 25.172 -31.645 -9.116 -0.22
N 25.032 -30.399 -8.469 -0.06
C 25.892 -29.294 -8.586 0.06
C 25.325 -28.327 -7.719 0.01
N 24.280 -28.888 -6.957 -0.07
C 24.075 -30.065 -7.554 -0.01
C 23.650 -28.248 -5.781 0.04
H 23.545 -31.665 -10.508 0.09
H 25.072 -32.432 -11.076 0.10
H 24.972 -30.777 -11.035 0.09
H 26.183 -32.006 -8.932 0.16
H 24.635 -32.340 -8.470 0.14
H 26.739 -29.205 -9.250 0.14
H 25.799 -27.431 -7.348 0.13
H 23.379 -30.781 -7.143 0.17
H 23.381 -28.949 -4.990 0.11
H 22.728 -27.758 -6.094 0.10
H 24.345 -27.489 -5.422 0.11
C 11.149 -18.164 -16.303 -0.08
C 11.902 -17.326 -15.256 -0.25
C 13.049 -18.023 -14.540 -0.20
C 14.215 -18.448 -15.473 -0.07
N 15.691 -17.981 -15.041 -0.24
C 16.771 -18.777 -15.742 -0.10
C 17.975 -18.629 -14.875 -0.20
C 17.552 -18.283 -13.535 -0.15
C 15.998 -18.049 -13.573 -0.09
C 15.785 -16.462 -15.443 0.07
H 11.309 -17.906 -17.349 0.08
H 10.109 -17.959 -16.048 0.08
H 11.351 -19.225 -16.159 0.08
H 11.257 -17.033 -14.428 0.11
H 12.284 -16.396 -15.678 0.11
H 12.686 -18.921 -14.040 0.12
H 13.556 -17.405 -13.800 0.09
H 14.000 -18.051 -16.465 0.13
H 14.225 -19.533 -15.574 0.13
H 16.801 -18.460 -16.785 0.15
H 16.583 -19.847 -15.831 0.14
H 18.761 -17.934 -15.172 0.13
H 18.600 -19.519 -14.786 0.12
H 17.944 -17.321 -13.206 0.13
H 17.626 -19.095 -12.810 0.12
H 15.554 -17.237 -12.998 0.13
H 15.405 -18.943 -13.379 0.13
H 14.947 -16.059 -14.874 0.10
H 15.562 -16.322 -16.501 0.11
H 16.706 -15.980 -15.116 0.12
C 16.818 -36.468 -7.601 -0.11
C 16.107 -36.587 -8.934 -0.24
C 14.549 -36.309 -8.804 -0.15
C 13.901 -36.673 -7.414 -0.09
N 12.586 -35.914 -7.097 -0.23
C 11.770 -36.589 -5.977 -0.07
C 10.284 -36.079 -6.289 -0.13
C 10.158 -35.525 -7.703 -0.13
C 11.579 -35.816 -8.321 -0.06
C 12.817 -34.424 -6.591 0.06
H 16.308 -37.182 -6.955 0.07
H 16.665 -35.425 -7.323 0.08
H 17.862 -36.778 -7.552 0.09
H 16.238 -37.590 -9.339 0.11
H 16.525 -35.930 -9.697 0.10
H 14.100 -36.908 -9.597 0.11
H 14.411 -35.271 -9.108 0.09
H 14.510 -36.368 -6.563 0.11
H 13.756 -37.750 -7.334 0.14
H 12.018 -36.428 -4.928 0.14
H 11.905 -37.668 -6.060 0.13
H 10.097 -35.236 -5.624 0.10
H 9.594 -36.886 -6.043 0.13
H 10.032 -34.445 -7.786 0.11
H 9.351 -36.034 -8.229 0.12
H 11.875 -34.967 -8.937 0.11
H 11.670 -36.765 -8.850 0.13
H 13.582 -34.508 -5.819 0.10
H 11.932 -33.933 -6.186 0.11
H 13.320 -33.999 -7.459 0.09
C 25.934 -25.808 -14.872 -0.09
C 26.035 -25.995 -16.416 -0.25
C 27.408 -25.593 -17.003 -0.20
C 27.671 -26.018 -18.464 -0.11
N 29.161 -26.302 -18.626 -0.24
C 29.691 -27.603 -17.968 -0.08
C 30.869 -27.993 -18.897 -0.13
C 30.348 -27.664 -20.317 -0.15
C 29.366 -26.564 -20.194 -0.08
C 29.978 -25.084 -18.121 0.06
H 26.588 -26.530 -14.382 0.07
H 24.920 -25.998 -14.521 0.06
H 26.121 -24.759 -14.641 0.08
H 25.256 -25.488 -16.985 0.11
H 25.758 -27.004 -16.722 0.10
H 28.240 -25.939 -16.390 0.10
H 27.467 -24.505 -16.981 0.12
H 27.324 -25.249 -19.154 0.14
H 27.330 -27.044 -18.607 0.13
H 30.120 -27.532 -16.968 0.13
H 28.932 -28.379 -17.864 0.13
H 31.767 -27.402 -18.711 0.11
H 31.217 -29.009 -18.709 0.13
H 31.119 -27.452 -21.058 0.14
H 29.742 -28.520 -20.614 0.12
H 29.763 -25.612 -20.547 0.13
H 28.452 -26.767 -20.753 0.13
H 30.968 -25.221 -18.558 0.11
H 29.859 -24.951 -17.046 0.10
H 29.465 -24.280 -18.648 0.11
C 17.807 -27.477 -10.420 0.04
N 16.516 -26.785 -10.837 -0.35
C 15.435 -27.166 -9.837 -0.01
C 16.764 -25.294 -10.819 0.01
C 15.853 -27.311 -12.208 -0.04
C 16.710 -27.099 -13.490 -0.21
O 16.977 -25.743 -13.690 -0.06
H 18.143 -27.012 -9.493 0.11
H 18.349 -27.206 -11.326 0.10
H 17.536 -28.531 -10.370 0.11
H 15.120 -28.209 -9.867 0.11
H 14.615 -26.470 -10.018 0.11
H 15.885 -26.910 -8.878 0.10
H 15.865 -24.846 -11.242 0.11
H 17.578 -25.065 -11.506 0.10
H 17.001 -24.964 -9.807 0.11
H 14.840 -26.913 -12.255 0.14
H 15.727 -28.382 -12.052 0.12
H 16.300 -27.452 -14.437 0.14
H 17.655 -27.634 -13.403 0.12
H 16.338 -25.266 -14.224 0.12
Br 13.783 -24.331 -19.653 -1.00
```

Values from the calculation:
Maximum force, eV/A: 6.30
Net charge: +7
Total energy, Ha: -5508.1400
Kohn-Sham gap, eV: 3.25

***

Among the records above, which one has the lowest net charge?
C56H114F9N4O6

***

maximum force of number 2 (C56H118BrN12O)?
6.30 eV/A

***

Among the records above, which one has the highest maximum force?
C56H118BrN12O